Record 1
ORCA calculation (ωB97M-V with the def2-TZVPD basis set) on one molecule with the formula C5H8N2.

The value obtained for the total energy is -8290.62730 eV. Its gap between HOMO and LUMO is 7.69 eV.

Structure (XYZ):
```
15
Properties=species:S:1:pos:R:3:forces:R:3
C -1.354 0.354 0.926 -0.1 0.1 0.1
C -0.914 -0.678 -1.310 0.2 -0.1 -0.2
N -0.272 -0.002 -0.022 0.1 0.0 0.0
C 0.762 -0.841 0.538 0.2 0.0 0.0
C 1.940 -0.230 0.341 -0.1 -0.3 0.1
N 1.777 0.995 -0.323 -0.5 0.1 0.0
C 0.513 1.110 -0.506 0.3 0.1 -0.1
H -2.035 1.030 0.409 0.1 -0.1 0.1
H -1.890 -0.569 1.147 0.1 0.1 0.0
H -0.933 0.812 1.829 -0.1 -0.1 -0.1
H -0.716 0.032 -2.127 -0.1 -0.1 0.1
H -0.291 -1.567 -1.480 -0.1 0.1 0.0
H 0.485 -1.788 0.978 0.1 0.1 -0.1
H 2.930 -0.591 0.591 -0.2 0.0 0.0
H -0.001 1.932 -0.989 0.1 -0.1 0.1
```
Forces are in eV/Å.

***

Record 2
ORCA calculation (ωB97M-V with the def2-TZVPD basis set) on a 2-piece molecular cluster, C4H10S2 overall.

The value obtained for the total energy is -25979.56820 eV. Its gap between HOMO and LUMO is 9.65 eV. Its structure (SMILES) is CSSC.C=C.

Structure (XYZ):
```
16
Properties=species:S:1:pos:R:3:forces:R:3
C -0.250 0.285 1.416 0.1 -0.7 -0.1
S -0.555 2.064 1.488 -0.4 -0.1 -0.2
S 0.699 2.774 0.047 -0.4 0.2 -0.3
C -0.296 2.586 -1.449 -0.5 0.0 -0.5
H -0.866 -0.188 2.199 0.2 0.2 -0.3
H 0.809 0.050 1.612 -0.6 0.2 0.0
H -0.532 -0.144 0.440 0.0 0.3 0.4
H -0.535 1.530 -1.658 0.2 0.4 0.1
H -1.239 3.154 -1.380 0.5 -0.2 0.0
H 0.295 2.986 -2.290 -0.2 -0.2 0.4
C 2.534 1.545 2.492 0.5 0.0 -0.2
C 3.084 1.010 1.401 0.2 0.0 0.3
H 2.984 1.404 3.482 -0.2 0.1 -0.4
H 1.618 2.143 2.430 0.6 -0.3 0.3
H 4.001 0.412 1.464 -0.3 0.2 0.0
H 2.635 1.151 0.412 0.3 -0.1 0.5
```
Forces are in eV/Å.